DFT (ωB97M-V with the def2-TZVPD basis set) results for C5H7NO2S2 in the gas phase at a distorted geometry.

Values from the calculation:
Energy relative to the best compared isomer or geometry (same formula, charge and spin), eV: 1.5106
HOMO-LUMO gap, eV: 9.8
Total charge: 0
Energy, eV: -32551.99803

The geometry in XYZ format:
```
17
C5H7NO2S2 | OMol25 | ωB97M-V with the def2-TZVPD basis set
C 1.21773 1.54904 0.02478
C -0.14714 0.81435 0.31594
C -0.48906 -0.37452 -0.90792
C 0.57940 0.19749 1.57006
C -1.99829 -0.69613 -0.90984
N 1.75410 0.93001 1.06255
O 1.56742 2.32942 -0.78507
O 1.62923 -1.92600 -1.27427
S 0.61960 -1.57382 1.48709
S 0.32429 -1.99503 -0.58645
H -0.95191 1.47139 0.49330
H 0.01130 -0.08073 -1.78553
H 0.29659 0.53240 2.54653
H -2.35934 -1.49316 -0.17953
H -2.31965 -0.97884 -1.89097
H -2.44612 0.42319 -0.55223
H 2.71185 0.87094 1.37155
```